1.
DFT (wB97M-V/def2-TZVPD) results for one molecule with the formula C4H10N2O at a distorted geometry.

Element x y z (Å)
C1 -1.6884 -0.4960 1.5730
N1 1.8207 -0.5566 0.6936
C2 0.4869 -0.0191 0.7052
N2 -0.4722 -0.9959 1.0200
H1 1.8175 -1.4660 0.2427
H2 2.4594 0.0499 0.1917
H3 0.4271 0.9182 1.2686
H4 -2.0051 0.4775 1.1640
H5 -2.4837 -1.2324 1.4652
H6 -1.5064 -0.3319 2.6461
C3 0.6010 0.8059 -1.9296
C4 -0.2052 0.1931 -0.8080
O1 -0.6128 -1.0760 -1.0422
H7 -1.0200 0.8812 -0.5128
H8 0.8669 1.8461 -1.7225
H9 0.0036 0.7722 -2.8455
H10 1.5106 0.2298 -2.1095

energy = -342.993172 Ha
energy relative to the best compared isomer or geometry (same formula, charge and spin) = 546.87 kJ/mol
F_max = 2.8 eV/A
Kohn-Sham gap (alpha / beta) = 7.49 / 7.02 eV
net charge = 0


2.
DFT (wB97M-V/def2-TZVPD) results for C15H17Cl5IN4OPd as an isolated structure.

Element x y z (Å)
Pd1 0.7076 -0.1802 0.9000
Cl1 0.9357 -0.9637 3.5093
C1 -0.0922 -2.1594 2.7456
C2 -0.3830 -1.9102 1.4094
C3 -1.2159 -2.8472 0.7203
Cl2 -1.5653 -2.5455 -0.9146
C4 -1.7160 -3.9762 1.3371
Cl3 -2.6871 -5.0903 0.5053
C5 -1.3973 -4.1966 2.6989
Cl4 -1.9667 -5.5317 3.4924
C6 -0.5545 -3.2548 3.4316
Cl5 -0.1802 -3.5329 5.0383
I1 0.5174 5.9945 1.3283
C7 -0.4296 4.2411 1.5925
C8 -1.7272 4.2142 2.1312
C9 -2.3088 2.9792 2.3037
C10 -1.5905 1.8428 1.9397
N1 -0.3469 1.8637 1.4170
C11 0.2328 3.0418 1.2430
H1 -2.2475 5.1231 2.4056
H2 -3.3020 2.8850 2.7214
H3 -2.0266 0.8608 2.0737
H4 1.2386 3.0489 0.8411
N2 3.1970 0.4226 0.8445
N3 2.7471 -0.9284 0.6485
H5 3.7024 0.7261 0.0195
H6 3.8299 0.4626 1.6355
H7 3.1900 -1.5948 1.2717
H8 2.8804 -1.2134 -0.3163
C12 -0.2668 0.3567 -4.6118
N4 0.5521 -0.0111 -3.4475
C13 1.8615 -0.6113 -3.7258
C14 0.1648 0.1836 -2.2052
C15 -1.2115 0.7278 -1.9427
O1 0.9567 -0.0909 -1.2504
H9 0.3995 0.6136 -5.4304
H10 -0.8878 1.2208 -4.3992
H11 -0.8957 -0.4769 -4.9243
H12 1.8300 -1.0600 -4.7144
H13 2.0790 -1.3823 -2.9929
H14 2.6477 0.1435 -3.7049
H15 -1.9650 0.2245 -2.5461
H16 -1.2532 1.7915 -2.1863
H17 -1.4531 0.5895 -0.8925

⟨S²⟩ = 6.043
energy = -3601.433387 Ha
2S+1 = 5
energy relative to the best compared isomer or geometry (same formula, charge and spin) = 14.55 kJ/mol
F_max = 0.3 eV/A
Kohn-Sham gap (alpha / beta) = 7.88 / 4.07 eV
net charge = +3


3.
DFT (wB97M-V/def2-TZVPD) results for C31H44AuN3O2SSb as an isolated structure.

Element x y z (Å)
Au1 -0.2506 0.5196 0.0122
O1 4.7520 -1.2201 -4.3808
C1 4.5463 0.1229 -4.0415
C2 3.4666 0.1892 -3.0052
C3 3.1351 1.3907 -2.3788
C4 2.1391 1.3927 -1.4375
N1 1.4639 0.2783 -1.0838
C5 1.7391 -0.8949 -1.7084
C6 2.7473 -0.9467 -2.6561
C7 0.9310 -2.0989 -1.3640
C8 1.2108 -3.3409 -1.9135
C9 0.4094 -4.4307 -1.5882
C10 0.6784 -5.7829 -2.1814
O2 1.8870 -5.7224 -2.8933
C11 -0.6446 -4.2254 -0.7054
C12 -0.8455 -2.9588 -0.1942
N2 -0.0799 -1.9130 -0.5095
H1 5.3996 -1.2894 -5.0900
H2 4.2220 0.7241 -4.9016
H3 5.4495 0.5946 -3.6354
H4 3.6379 2.3171 -2.6239
H5 1.8509 2.3068 -0.9424
H6 2.9868 -1.8705 -3.1582
H7 2.0350 -3.5064 -2.5893
H8 -0.1668 -6.0436 -2.8308
H9 0.7125 -6.5214 -1.3723
H10 2.0538 -6.5633 -3.3305
H11 -1.3008 -5.0360 -0.4166
H12 -1.6472 -2.7796 0.5134
S1 -4.6327 0.8528 1.0275
C13 -3.0932 0.2147 0.7976
N3 -2.1288 1.0889 0.5814
C14 -2.6296 2.3966 0.5401
C15 -1.9252 3.5626 0.2417
C16 -2.6131 4.7564 0.2506
C17 -3.9830 4.8071 0.5466
C18 -4.6953 3.6603 0.8180
C19 -4.0015 2.4509 0.8031
H13 -2.9211 -0.8501 0.8045
H14 -0.8784 3.5213 -0.0186
H15 -2.0938 5.6740 0.0106
H16 -4.4924 5.7607 0.5403
H17 -5.7572 3.6947 1.0195
C20 2.4733 2.9919 3.7751
C21 2.1411 2.7152 2.3036
C22 3.4209 2.6727 1.4816
C23 1.1735 3.7659 1.7826
Sb1 1.1300 0.7406 2.3228
C24 -0.4463 0.5733 3.8819
C25 -1.2327 -0.7026 3.6343
C26 -1.3239 1.8131 3.8984
C27 0.3303 0.4525 5.1995
C28 2.5583 -0.9647 2.4343
C29 3.4311 -0.5537 3.6303
C30 1.8055 -2.2507 2.7309
C31 3.4058 -1.0898 1.1833
H18 3.0779 3.9029 3.8027
H19 3.0683 2.2071 4.2447
H20 1.5844 3.1836 4.3739
H21 3.8320 3.6863 1.4717
H22 3.2643 2.3763 0.4476
H23 4.1803 2.0298 1.9210
H24 1.6354 4.7467 1.9262
H25 0.2231 3.7689 2.3168
H26 0.9749 3.6549 0.7166
H27 -1.6737 -0.7333 2.6439
H28 -2.0505 -0.7388 4.3602
H29 -0.6310 -1.5971 3.7786
H30 -1.9632 1.8927 3.0227
H31 -0.7560 2.7347 4.0124
H32 -1.9754 1.7311 4.7737
H33 1.0276 -0.3852 5.2208
H34 -0.4073 0.2515 5.9828
H35 0.8459 1.3703 5.4765
H36 2.8724 -0.3860 4.5517
H37 4.0598 0.3092 3.4227
H38 4.1047 -1.3929 3.8306
H39 1.3281 -2.2361 3.7100
H40 2.5408 -3.0602 2.7471
H41 1.0673 -2.4940 1.9643
H42 3.8663 -0.1526 0.8709
H43 2.8453 -1.5211 0.3584
H44 4.2140 -1.7887 1.4177

energy = -2295.582562 Ha
energy relative to the best compared isomer or geometry (same formula, charge and spin) = 73.08 kJ/mol
F_max = 0.3 eV/A
Kohn-Sham gap = 5.82 eV
net charge = +3


Q: Which of these has the highest energy?
A: C4H10N2O


Please write out number 3 again, unchanged.
DFT (wB97M-V/def2-TZVPD) results for C31H44AuN3O2SSb as an isolated structure.

Element x y z (Å)
Au1 -0.2506 0.5196 0.0122
O1 4.7520 -1.2201 -4.3808
C1 4.5463 0.1229 -4.0415
C2 3.4666 0.1892 -3.0052
C3 3.1351 1.3907 -2.3788
C4 2.1391 1.3927 -1.4375
N1 1.4639 0.2783 -1.0838
C5 1.7391 -0.8949 -1.7084
C6 2.7473 -0.9467 -2.6561
C7 0.9310 -2.0989 -1.3640
C8 1.2108 -3.3409 -1.9135
C9 0.4094 -4.4307 -1.5882
C10 0.6784 -5.7829 -2.1814
O2 1.8870 -5.7224 -2.8933
C11 -0.6446 -4.2254 -0.7054
C12 -0.8455 -2.9588 -0.1942
N2 -0.0799 -1.9130 -0.5095
H1 5.3996 -1.2894 -5.0900
H2 4.2220 0.7241 -4.9016
H3 5.4495 0.5946 -3.6354
H4 3.6379 2.3171 -2.6239
H5 1.8509 2.3068 -0.9424
H6 2.9868 -1.8705 -3.1582
H7 2.0350 -3.5064 -2.5893
H8 -0.1668 -6.0436 -2.8308
H9 0.7125 -6.5214 -1.3723
H10 2.0538 -6.5633 -3.3305
H11 -1.3008 -5.0360 -0.4166
H12 -1.6472 -2.7796 0.5134
S1 -4.6327 0.8528 1.0275
C13 -3.0932 0.2147 0.7976
N3 -2.1288 1.0889 0.5814
C14 -2.6296 2.3966 0.5401
C15 -1.9252 3.5626 0.2417
C16 -2.6131 4.7564 0.2506
C17 -3.9830 4.8071 0.5466
C18 -4.6953 3.6603 0.8180
C19 -4.0015 2.4509 0.8031
H13 -2.9211 -0.8501 0.8045
H14 -0.8784 3.5213 -0.0186
H15 -2.0938 5.6740 0.0106
H16 -4.4924 5.7607 0.5403
H17 -5.7572 3.6947 1.0195
C20 2.4733 2.9919 3.7751
C21 2.1411 2.7152 2.3036
C22 3.4209 2.6727 1.4816
C23 1.1735 3.7659 1.7826
Sb1 1.1300 0.7406 2.3228
C24 -0.4463 0.5733 3.8819
C25 -1.2327 -0.7026 3.6343
C26 -1.3239 1.8131 3.8984
C27 0.3303 0.4525 5.1995
C28 2.5583 -0.9647 2.4343
C29 3.4311 -0.5537 3.6303
C30 1.8055 -2.2507 2.7309
C31 3.4058 -1.0898 1.1833
H18 3.0779 3.9029 3.8027
H19 3.0683 2.2071 4.2447
H20 1.5844 3.1836 4.3739
H21 3.8320 3.6863 1.4717
H22 3.2643 2.3763 0.4476
H23 4.1803 2.0298 1.9210
H24 1.6354 4.7467 1.9262
H25 0.2231 3.7689 2.3168
H26 0.9749 3.6549 0.7166
H27 -1.6737 -0.7333 2.6439
H28 -2.0505 -0.7388 4.3602
H29 -0.6310 -1.5971 3.7786
H30 -1.9632 1.8927 3.0227
H31 -0.7560 2.7347 4.0124
H32 -1.9754 1.7311 4.7737
H33 1.0276 -0.3852 5.2208
H34 -0.4073 0.2515 5.9828
H35 0.8459 1.3703 5.4765
H36 2.8724 -0.3860 4.5517
H37 4.0598 0.3092 3.4227
H38 4.1047 -1.3929 3.8306
H39 1.3281 -2.2361 3.7100
H40 2.5408 -3.0602 2.7471
H41 1.0673 -2.4940 1.9643
H42 3.8663 -0.1526 0.8709
H43 2.8453 -1.5211 0.3584
H44 4.2140 -1.7887 1.4177

energy = -2295.582562 Ha
energy relative to the best compared isomer or geometry (same formula, charge and spin) = 73.08 kJ/mol
F_max = 0.3 eV/A
Kohn-Sham gap = 5.82 eV
net charge = +3